57
Properties=species:S:1:pos:R:3:nbo_charge:R:1 method="wB97M-V/def2-TZVPD" charge=0 lumo_energy_ev=-0.2 smiles="c1cc[nH]c1.c1cc[nH]c1.c1cc[nH]c1.c1cc[nH]c1.c1cc[nH]c1.OBN=C=S" orbital_gap_ev=8.1
S 1.789 -0.072 -1.776 0.00
O -0.967 -2.243 -0.606 -0.92
N 1.441 -2.091 0.034 -0.66
N -2.878 -7.226 2.157 -0.50
N -0.784 0.498 1.340 -0.53
N 0.539 5.307 4.110 -0.51
N -2.234 1.703 -1.602 -0.51
N 3.682 -1.084 -4.494 -0.51
C -1.741 1.091 2.120 -0.07
C -2.334 -5.397 1.044 -0.31
C 4.541 -2.090 -6.267 -0.31
C -1.126 2.052 2.875 -0.32
C 0.434 1.071 1.583 -0.07
C 0.256 2.035 2.538 -0.30
C -1.858 1.449 -2.894 -0.09
C 3.676 -1.109 -5.861 -0.08
C 1.513 6.300 5.829 -0.30
C -2.656 -7.613 0.864 -0.08
C 1.466 7.212 4.740 -0.31
C -2.318 -6.498 0.146 -0.30
C -3.022 2.818 -1.562 -0.07
C -2.409 2.419 -3.687 -0.29
C 0.931 5.134 5.409 -0.08
C 1.693 -1.320 -0.824 0.24
C -3.151 3.286 -2.842 -0.31
C 5.093 -2.677 -5.096 -0.30
C -2.683 -5.878 2.277 -0.08
C 4.544 -2.033 -4.020 -0.08
C 0.859 6.570 3.695 -0.08
B 0.194 -2.860 -0.244 0.92
H -1.967 1.165 -0.800 0.41
H 0.628 6.900 2.698 0.21
H 3.060 -0.431 -6.425 0.21
H 1.035 2.656 2.950 0.22
H -1.228 0.611 -3.139 0.20
H 5.811 -3.478 -5.051 0.22
H -1.613 2.689 3.596 0.22
H -2.769 0.775 2.075 0.21
H -3.419 3.181 -0.631 0.21
H -0.948 -0.256 0.697 0.42
H 4.693 -2.168 -2.963 0.21
H -3.712 4.155 -3.139 0.22
H 1.836 8.223 4.726 0.22
H -2.294 2.499 -4.755 0.22
H 0.085 4.612 3.547 0.41
H -2.807 -5.381 3.222 0.21
H 0.764 4.202 5.920 0.21
H 1.317 0.739 1.071 0.21
H -2.758 -8.642 0.568 0.21
H 3.138 -0.467 -3.919 0.41
H 4.756 -2.356 -7.287 0.22
H 1.925 6.480 6.807 0.22
H -3.145 -7.838 2.903 0.41
H -0.890 -1.746 -1.429 0.51
H -2.119 -4.369 0.810 0.22
H -2.085 -6.475 -0.905 0.22
H 0.218 -4.037 -0.131 -0.08

***

60
Properties=species:S:1:pos:R:3:nbo_charge:R:1 method="wB97M-V/def2-TZVPD" charge=+3 lumo_energy_ev="-11.4 / -11.9" orbital_gap_ev="4.5 / 4.1"
Sn 0.936 -1.842 0.732 1.69
Br -6.752 -1.249 -0.950 0.17
Se 0.857 -3.555 5.268 1.04
O 1.621 -3.308 3.649 -0.24
O -1.765 -2.308 0.450 -0.56
O -1.046 0.236 0.412 -0.72
O 0.782 -3.017 2.595 -0.54
N 2.915 -1.712 6.352 -0.11
N -2.203 3.014 0.740 -0.58
N -3.241 3.137 -1.225 -0.38
N 3.427 -0.722 0.374 -0.53
N 2.120 -2.130 -1.815 -0.51
C -2.779 4.366 -0.943 0.20
C -4.964 -0.751 -0.530 -0.07
C -2.937 2.355 -0.209 0.48
C 4.208 -1.171 1.528 -0.43
C -2.363 -0.052 0.143 0.33
C -2.142 -3.678 0.631 -0.26
C -2.200 6.669 -1.166 -0.22
C -2.740 -1.411 0.129 0.23
C -1.456 5.436 0.816 -0.22
C -1.544 6.619 0.069 0.01
C -4.041 -1.750 -0.208 -0.24
C -3.301 0.942 -0.170 -0.19
C -2.842 5.564 -1.682 -0.10
C -2.117 4.333 0.323 0.20
C 4.137 -1.046 -0.873 -0.25
C -4.600 0.587 -0.528 -0.16
C 2.600 -3.504 -1.898 -0.44
C 2.141 -2.481 6.015 -0.11
C 3.189 -1.159 -2.064 -0.25
C 0.984 -1.914 -2.701 -0.43
C 3.177 0.715 0.466 -0.44
H 3.018 -3.724 -2.888 0.22
H 0.220 -2.673 -2.512 0.21
H -2.908 -3.767 1.405 0.22
H 2.567 1.040 -0.381 0.21
H 3.694 -0.897 2.454 0.21
H -2.039 2.706 1.686 0.45
H -5.307 1.356 -0.800 0.27
H -1.092 7.520 0.460 0.26
H 4.656 -1.996 -0.740 0.22
H -0.901 1.188 0.294 0.50
H 2.640 0.934 1.397 0.20
H 4.310 -2.258 1.502 0.21
H 1.267 -1.978 -3.758 0.22
H 5.207 -0.724 1.541 0.23
H -2.231 7.602 -1.709 0.27
H 4.901 -0.287 -1.089 0.23
H -1.233 -4.188 0.964 0.20
H 3.373 -3.681 -1.149 0.21
H -3.430 5.606 -2.586 0.27
H 1.780 -4.201 -1.707 0.21
H -0.876 5.402 1.727 0.25
H 3.777 -1.459 -2.942 0.23
H -4.362 -2.779 -0.258 0.26
H 2.734 -0.192 -2.284 0.21
H 0.556 -0.925 -2.519 0.20
H -2.491 -4.127 -0.302 0.21
H 4.110 1.292 0.460 0.23

***

63
Properties=species:S:1:pos:R:3:nbo_charge:R:1 method="wB97M-V/def2-TZVPD" charge=+1 lumo_energy_ev="-2.4 / -2.4" multiplicity=3 orbital_gap_ev="5.2 / 8.5"
Br 3.011 -5.369 1.286 0.07
Ti 0.283 0.861 -0.074 1.60
O -1.581 -0.428 -0.096 -0.70
O -1.255 1.092 1.471 -0.68
O 1.501 2.066 1.007 -0.71
O 2.439 3.875 1.918 -0.48
N 1.312 0.683 -1.892 -0.70
N -2.042 -2.321 1.609 -0.52
N 2.263 -0.852 -5.475 -0.77
N 1.893 2.214 3.262 -0.44
N 2.917 -0.255 -3.368 -0.60
N 3.491 0.278 -1.224 -0.77
N 1.168 1.071 3.591 -0.63
N -0.902 1.966 -1.465 -0.60
N 0.720 0.226 -4.174 -0.56
C -2.813 2.459 -3.438 -0.19
C -3.183 -3.275 1.901 -0.22
C 1.895 2.678 2.003 0.93
C -3.967 -0.990 1.942 -0.41
C -0.757 1.454 -2.731 0.09
C -2.942 3.018 -2.140 -0.28
C 1.300 -3.502 -0.007 -0.25
C 0.749 -2.241 -0.210 -0.25
C -4.290 -2.386 2.471 -0.42
C 1.120 -1.103 0.528 -0.51
C -1.989 2.734 -1.208 0.04
C -1.734 1.680 -3.725 -0.18
C 1.940 -0.272 -4.304 0.60
C 0.448 0.747 -2.969 0.37
C -1.747 0.011 1.067 0.77
C 2.550 0.218 -2.196 0.64
C 2.265 -3.664 0.976 -0.10
C 2.624 4.407 0.582 -0.25
C 2.688 -2.577 1.724 -0.28
C 2.117 -1.330 1.487 -0.17
C -2.449 -0.929 2.038 -0.14
H -3.451 -3.750 0.961 0.23
H 3.453 -2.707 2.479 0.23
H 3.117 5.360 0.733 0.22
H 2.474 -0.505 2.099 0.18
H 2.198 2.866 3.972 0.40
H 4.326 -0.257 -1.400 0.41
H 1.656 4.539 0.104 0.20
H 1.000 -4.347 -0.614 0.23
H 1.743 0.446 4.139 0.37
H -5.274 -2.735 2.166 0.25
H 3.243 3.730 -0.001 0.21
H 0.328 1.325 4.095 0.37
H -2.101 -0.770 3.056 0.23
H -4.265 -0.890 0.896 0.23
H 1.617 -0.794 -6.241 0.41
H -4.437 -0.191 2.510 0.25
H -2.828 -4.037 2.588 0.23
H -4.255 -2.401 3.561 0.22
H -1.855 -2.223 0.597 0.48
H -3.778 3.651 -1.883 0.23
H -1.148 -2.602 2.012 0.45
H -1.583 1.235 -4.698 0.24
H 0.018 -2.144 -1.010 0.21
H 3.178 0.328 -0.270 0.40
H 3.212 -1.135 -5.634 0.41
H -2.065 3.111 -0.195 0.20
H -3.565 2.654 -4.191 0.22

***

56
Properties=species:S:1:pos:R:3:nbo_charge:R:1 method="wB97M-V/def2-TZVPD" charge=0 lumo_energy_ev=0.6 smiles="COc1c(C)cc(C(=O)NCCCOCCNC(=O)C#C[C@H]2CCOC2)cc1Cl" orbital_gap_ev=9.8
Cl -5.977 -1.793 1.467 0.01
O -6.208 0.500 -0.393 -0.52
O 0.002 -0.001 0.587 -0.65
O 3.432 -1.798 1.289 -0.55
O -0.482 2.246 -2.525 -0.53
O 4.405 -2.201 -2.505 -0.58
N -0.628 -1.341 2.273 -0.60
N 5.497 -1.239 -0.772 -0.60
C -3.884 1.042 -0.440 0.05
C 5.386 -0.675 0.560 -0.24
C 0.295 1.066 -2.408 -0.05
C 2.604 0.574 -1.593 0.18
C -3.381 -1.075 1.324 -0.21
C 4.801 -1.645 1.570 -0.07
C 3.479 -0.248 -1.615 -0.20
C 1.797 2.894 -2.216 -0.42
C 4.469 -1.314 -1.677 0.63
C -6.968 1.328 0.485 -0.25
C -2.333 -0.290 0.863 -0.14
C -2.596 0.754 -0.017 -0.19
C 0.749 -1.652 2.618 -0.22
C -4.150 2.156 -1.413 -0.66
C -0.897 -0.529 1.223 0.67
C 2.833 -2.892 1.954 -0.05
C 0.430 3.310 -2.799 -0.07
C -4.935 0.260 0.043 0.25
C -4.672 -0.794 0.913 -0.07
C 1.500 1.521 -1.585 -0.37
C 1.333 -2.780 1.772 -0.43
H 2.543 2.795 -3.004 0.21
H -7.945 1.452 0.025 0.20
H -1.767 1.344 -0.387 0.24
H 4.944 -1.258 2.589 0.17
H -0.295 0.302 -1.908 0.22
H 2.173 3.604 -1.481 0.22
H -1.379 -1.734 2.810 0.40
H 4.756 0.213 0.509 0.23
H 3.098 -2.875 3.022 0.16
H 6.107 -2.041 -0.861 0.39
H 3.211 -3.833 1.536 0.18
H 0.026 4.214 -2.344 0.19
H 0.499 3.467 -3.880 0.17
H -7.083 0.858 1.464 0.18
H -4.632 3.004 -0.922 0.22
H 0.783 -1.909 3.678 0.19
H -3.227 -1.929 1.971 0.21
H 1.342 -0.751 2.465 0.23
H -4.815 1.823 -2.209 0.23
H 5.321 -2.612 1.504 0.16
H 1.133 -2.577 0.719 0.23
H 0.617 0.705 -3.393 0.17
H -6.493 2.305 0.603 0.17
H 1.162 1.642 -0.555 0.26
H 6.378 -0.362 0.891 0.20
H -3.214 2.500 -1.852 0.24
H 0.857 -3.730 2.027 0.20

***

58
Properties=species:S:1:pos:R:3:nbo_charge:R:1 method="wB97M-V/def2-TZVPD" charge=0 lumo_energy_ev=0.5 smiles="Cn1c(=O)c2c(nc(NCCCN3CCOCC3)n2Cc2ccc(Cl)cc2)n(C)c1=O" orbital_gap_ev=8.3
Cl 3.173 5.357 3.628 0.01
O -1.698 -5.300 1.609 -0.53
O -0.842 4.327 -1.720 -0.64
O -4.612 1.873 -0.979 -0.63
N -2.652 0.738 -0.941 -0.41
N -2.718 3.065 -1.331 -0.45
N -0.422 -0.217 -0.965 -0.57
N 0.699 1.677 -1.377 -0.34
N 0.469 -4.024 0.188 -0.45
N 1.931 -0.359 -1.211 -0.60
C 2.560 5.333 1.000 -0.22
C -0.873 -3.460 0.251 -0.28
C -3.403 1.889 -1.075 0.79
C 1.708 -1.938 0.694 -0.43
C 2.627 3.197 2.110 -0.21
C -0.651 2.002 -1.306 -0.11
C -1.301 0.806 -1.060 0.39
C -3.556 4.244 -1.474 -0.42
C 2.232 4.700 -0.185 -0.19
C -1.632 -3.891 1.511 -0.09
C 2.303 2.577 0.917 -0.23
C 2.760 4.576 2.143 -0.04
C 1.463 -3.406 1.048 -0.21
C 0.770 0.340 -1.156 0.58
C -3.306 -0.525 -0.682 -0.41
C 1.926 -1.750 -0.810 -0.22
C 1.753 2.644 -1.546 -0.26
C 2.110 3.318 -0.242 0.04
C 0.376 -5.466 0.347 -0.24
C -1.334 3.237 -1.475 0.65
C -0.409 -5.875 1.601 -0.09
H 1.215 -3.463 2.121 0.17
H 1.113 -2.242 -1.342 0.24
H 2.652 6.407 1.040 0.23
H 2.579 -1.587 1.253 0.20
H 2.874 -2.192 -1.120 0.20
H -0.560 -6.956 1.627 0.20
H 1.379 -5.896 0.377 0.20
H -4.135 4.399 -0.564 0.21
H -3.142 -0.831 0.352 0.20
H 1.394 3.399 -2.250 0.25
H -4.372 -0.390 -0.858 0.25
H 2.627 2.145 -1.980 0.21
H -2.896 -1.283 -1.347 0.22
H 2.392 -3.964 0.895 0.19
H -4.246 4.109 -2.307 0.21
H 0.850 -1.334 0.992 0.21
H 2.186 1.503 0.904 0.21
H 0.141 -5.573 2.506 0.16
H 2.773 2.618 3.008 0.23
H -2.899 5.090 -1.658 0.24
H -0.145 -5.854 -0.534 0.20
H -2.667 -3.545 1.478 0.19
H -1.412 -3.842 -0.622 0.20
H 2.053 5.288 -1.071 0.22
H -0.825 -2.375 0.175 0.24
H -1.148 -3.478 2.410 0.16
H 2.770 0.161 -0.998 0.39

***

65
Properties=species:S:1:pos:R:3:nbo_charge:R:1 method="wB97M-V/def2-TZVPD" charge=+2 lumo_energy_ev="-6.5 / -6.6" multiplicity=4 orbital_gap_ev="5.8 / 5.8"
Cr -10.738 -5.234 12.344 1.42
S -14.603 -5.650 15.019 0.43
S -8.778 -9.082 11.426 -0.43
N -11.267 -9.991 10.877 -0.83
N -8.733 -4.926 11.340 -0.53
N -13.038 -6.446 8.894 -0.43
N -10.358 -7.324 13.040 -0.25
N -7.556 -3.430 10.161 -0.19
N -10.631 -0.585 10.517 -0.30
N -9.705 -5.154 14.272 -0.49
N -12.653 -4.136 14.417 -0.29
N -13.624 -7.132 12.847 -0.81
N -11.446 -5.736 10.669 -0.58
N -10.829 -3.099 11.669 -0.46
N -12.583 -5.172 13.508 -0.44
N -11.131 -8.320 12.483 -0.52
N -7.003 -4.670 10.099 -0.30
C -9.424 -3.992 14.873 0.05
C -7.805 -5.136 16.358 -0.12
C -11.940 -2.337 11.524 0.01
C -11.805 -1.073 11.028 0.01
C -14.201 -3.036 15.952 -0.45
C -12.643 -6.588 7.492 -0.40
C -10.500 -9.091 11.608 0.29
C -8.093 -6.298 15.679 -0.21
C -9.051 -8.788 14.608 -0.68
C -9.662 -2.668 11.117 0.13
C -14.519 -6.566 9.280 -0.41
C -8.518 -3.928 15.958 -0.20
C -8.667 -3.654 10.874 0.26
C -12.215 -6.021 9.824 0.71
C -13.684 -4.208 15.178 0.08
C -9.095 -6.313 14.689 0.15
C -13.499 -6.120 13.704 0.30
C -9.543 -1.338 10.636 0.06
C -9.546 -7.489 14.030 0.32
C -13.612 -1.701 15.504 -0.60
C -7.700 -5.574 10.787 0.25
H -7.348 -6.567 11.079 0.28
H -14.031 -1.393 14.561 0.21
H -10.596 -10.683 10.504 0.43
H -8.079 -8.995 14.176 0.28
H -12.734 -7.512 12.459 0.44
H -6.207 -4.834 9.513 0.45
H -14.497 -7.581 12.902 0.41
H -14.916 -7.609 9.253 0.23
H -11.675 -6.052 7.355 0.23
H -7.056 -5.170 17.189 0.26
H -14.700 -6.216 10.305 0.23
H -8.337 -2.980 16.457 0.25
H -12.537 -1.798 15.355 0.22
H -12.617 -0.332 11.179 0.24
H -7.448 -7.235 15.671 0.26
H -12.425 -7.639 7.187 0.24
H -13.773 -0.871 16.249 0.25
H -13.962 -3.157 17.047 0.25
H -12.158 -10.289 11.418 0.40
H -8.944 -8.653 15.680 0.23
H -10.002 -3.125 14.585 0.22
H -12.912 -2.669 11.936 0.24
H -15.097 -6.098 8.449 0.24
H -15.272 -3.247 15.881 0.24
H -8.617 -0.967 10.195 0.25
H -13.407 -6.161 6.863 0.23
H -9.734 -9.626 14.376 0.27

***

57
Properties=species:S:1:pos:R:3:lowdin_charge:R:1 method="wB97M-V/def2-TZVPD" charge=-1 lumo_energy_ev=1.8 orbital_gap_ev=3.4
Cs 1.084 -0.472 -0.954 1.12
O 3.913 -0.592 -1.552 -0.19
N 1.470 -1.579 2.418 0.16
N 0.486 -3.613 3.236 -0.21
N 1.260 -3.368 1.018 0.10
N 0.541 -4.041 -1.029 0.10
N -0.638 -4.770 0.902 0.14
N 3.631 1.505 -2.419 -0.04
N 5.729 0.518 -2.327 0.13
C -2.628 1.664 -1.822 -0.20
C -1.576 2.953 0.106 -0.20
C 0.936 2.012 -2.211 -0.25
C -0.484 3.732 0.577 -0.05
C 4.197 2.698 -3.004 -0.12
C 0.097 -2.950 4.469 -0.08
C -4.837 0.553 -3.273 -0.15
C -2.488 0.565 -2.704 -0.06
C -2.692 3.526 2.217 -0.14
C -1.489 2.242 -1.142 -0.25
C -5.009 1.635 -2.414 -0.13
C -0.207 2.155 -1.768 -0.39
C 1.076 -2.776 2.272 -0.47
C 1.196 -4.871 3.476 -0.06
C -2.680 2.874 0.997 -0.08
C -0.510 4.380 1.796 -0.13
C -3.945 2.176 -1.714 -0.07
C 4.354 0.442 -2.086 -0.66
C -1.615 4.298 2.642 -0.16
C -3.554 0.032 -3.406 -0.13
C 0.346 -4.074 0.232 -0.56
H -1.633 4.813 3.595 0.07
H -1.452 -4.968 0.345 0.10
H 4.972 3.146 -2.374 0.08
H -0.129 -4.625 -1.520 0.04
H -5.672 0.136 -3.823 0.07
H 2.527 1.620 -2.318 -0.03
H -0.830 -4.449 1.841 0.07
H -4.117 3.050 -1.101 0.10
H 4.616 2.524 -4.004 0.07
H -0.464 -2.045 4.243 0.10
H 0.353 4.967 2.094 0.09
H 1.908 -2.850 0.442 0.08
H -3.380 -0.814 -4.064 0.09
H -5.991 2.085 -2.304 0.09
H 0.960 -2.688 5.096 0.09
H 3.375 3.407 -3.107 0.07
H 1.419 -1.266 3.381 0.04
H 1.410 -5.368 2.535 0.08
H 2.137 -4.699 4.013 0.09
H -1.515 0.100 -2.811 0.07
H -3.528 2.254 0.737 0.09
H 6.051 1.127 -3.059 0.06
H 0.393 3.805 -0.056 0.09
H 0.564 -5.522 4.079 0.09
H -3.564 3.418 2.857 0.08
H 6.171 -0.385 -2.290 0.09
H -0.543 -3.622 5.039 0.09

***

81
Properties=species:S:1:pos:R:3:lowdin_charge:R:1 method="wB97M-V/def2-TZVPD" charge=0 lumo_energy_ev=-0.9 smiles="O=C1OC[C@@H](F)O1.O=C1OC[C@@H](F)O1.O=C1OC[C@@H](F)O1.O=C1OC[C@@H](F)O1.O=C1OC[C@@H](F)O1.O=C1OC[C@@H](F)O1.C[N+](=O)[O-].C[N+](=O)[O-].C[N+](=O)[O-]" orbital_gap_ev=10.2
F 1.210 5.544 -4.295 0.06
F 0.960 -0.896 -1.339 0.04
F -6.183 1.055 2.678 0.06
F 0.334 3.151 1.915 0.04
F 3.429 3.392 1.332 0.05
F 0.692 -3.730 -1.937 0.07
O -2.083 -0.787 -5.408 0.06
O -2.208 -1.766 1.124 0.14
O 3.287 1.426 0.216 0.11
O 3.157 -1.978 1.471 0.05
O 0.449 3.118 -0.920 0.18
O -4.811 -5.498 0.129 0.06
O -2.926 -6.251 -0.585 0.06
O -5.951 2.186 0.705 0.13
O 4.823 2.477 -0.986 0.11
O 1.690 4.294 3.371 0.13
O 3.099 1.508 -2.018 0.19
O 1.288 -7.668 -3.013 0.20
O 2.875 -1.273 3.485 0.07
O 0.035 4.155 -2.856 0.15
O 0.376 4.208 5.111 0.08
O 0.859 5.316 -1.189 0.09
O 0.170 -5.928 -2.001 0.13
O -3.798 1.832 1.088 0.07
O -0.335 -0.624 1.506 0.10
O 2.352 -6.035 -1.926 0.08
O 1.935 5.793 5.060 0.17
O -4.386 3.783 0.214 0.18
O -1.124 -0.704 -0.559 0.13
O -3.237 -1.659 -3.797 0.05
N -2.253 -1.561 -4.492 -0.45
N 3.118 -2.156 2.681 -0.43
N -3.756 -5.372 -0.470 -0.44
C 4.039 2.166 1.127 -0.28
C 0.467 6.300 -2.140 -0.03
C 0.456 4.102 -1.574 -0.54
C 3.719 1.733 -1.033 -0.56
C -0.244 3.366 4.145 -0.03
C -1.298 -1.109 0.722 -0.56
C 1.247 -6.633 -2.431 -0.53
C 0.910 3.122 3.155 -0.27
C 1.383 4.859 4.552 -0.58
C 0.530 0.185 0.748 -0.06
C 3.135 -3.570 3.112 0.04
C 0.190 5.426 -3.392 -0.29
C 0.098 -0.015 -0.721 -0.24
C -4.694 2.728 0.654 -0.56
C -3.483 -4.051 -1.113 0.05
C 5.333 2.347 0.334 -0.05
C -5.904 0.938 1.339 -0.30
C 1.957 -5.379 -0.751 -0.09
C -4.459 0.548 1.123 -0.04
C 0.605 -4.863 -1.187 -0.31
C -1.054 -2.441 -4.170 0.07
H 3.447 -3.698 4.143 0.10
H -0.396 6.870 -1.786 0.14
H -0.369 -1.798 -3.628 0.09
H 0.385 1.229 1.030 0.11
H -0.651 -2.555 -5.173 0.10
H 5.861 1.410 0.542 0.14
H -4.302 0.153 0.117 0.15
H -0.120 -4.732 -0.386 0.16
H 2.635 -4.567 -0.485 0.14
H 5.955 3.193 0.603 0.15
H -0.535 2.417 4.592 0.14
H 4.111 1.814 2.152 0.17
H 1.468 2.192 3.247 0.17
H 2.132 -3.968 2.954 0.11
H -1.481 -3.334 -3.734 0.08
H -2.523 -3.751 -0.700 0.08
H 1.576 -0.102 0.800 0.11
H -3.618 -4.096 -2.185 0.10
H 1.242 7.063 -2.180 0.14
H 0.126 0.889 -1.327 0.15
H -6.615 0.216 0.940 0.17
H -1.065 3.908 3.684 0.15
H -0.702 5.730 -3.942 0.17
H -4.194 -3.389 -0.624 0.09
H 1.815 -5.931 0.184 0.14
H -3.936 -0.043 1.867 0.13
H 3.739 -4.235 2.497 0.10

***

Calculated calculated total energy in order - -1643.2209 -6579.6854 -5033.6277 -1762.2718 -1830.9431 -3423.3539 -1295.0799 -3385.4107 Eh